The following is a quantum chemistry calculation of a 13-piece molecular cluster, C33H78F14N13O31S14 overall at a distorted geometry, from the OMol25 dataset.

Positions of all 183 atoms, in Å:
C -19.7643 -16.6712 -0.9950
C -18.9103 -17.8524 -0.7574
O -18.7762 -18.3676 0.3203
N -18.2924 -18.4936 -2.0653
H -19.1907 -18.6348 -2.5048
H -17.6270 -17.9164 -2.5596
C -17.6799 -19.8425 -1.7735
H -19.4623 -15.7991 -0.4152
H -20.7464 -17.0092 -0.6642
H -19.8412 -16.3896 -2.0452
H -16.6468 -19.6551 -1.4808
H -17.7444 -20.4534 -2.6739
H -18.3188 -20.2634 -0.9971
C -18.3407 -26.4141 -7.0607
C -18.9244 -25.6746 -5.8839
O -19.5532 -26.1814 -4.9886
N -18.8078 -24.1131 -5.9355
H -17.8973 -23.6861 -6.0289
H -19.2758 -23.9246 -6.8105
C -19.6726 -23.4023 -4.9258
H -19.0782 -26.3992 -7.8632
H -18.3487 -27.4022 -6.6005
H -17.3072 -26.1250 -7.2516
H -19.0176 -23.2393 -4.0698
H -20.4937 -24.0646 -4.6514
H -20.0132 -22.5043 -5.4412
C -21.5206 -14.4953 -6.7226
C -20.6244 -13.8259 -7.7828
O -19.4717 -13.5960 -7.4881
N -21.1831 -13.6562 -9.2327
H -21.3348 -14.5813 -9.6085
H -22.1100 -13.2682 -9.1303
C -20.3070 -12.7083 -9.9895
H -21.7208 -15.5278 -7.0089
H -22.3901 -13.8385 -6.7505
H -21.0609 -14.6151 -5.7416
H -20.2317 -11.7562 -9.4643
H -20.7249 -12.4654 -10.9665
H -19.2782 -13.0265 -10.1577
C -11.7324 -13.7173 -5.9320
C -12.3257 -15.1373 -6.2082
C -12.0583 -15.7190 -7.6740
N -12.5952 -17.1971 -7.8957
C -12.4072 -17.6228 -9.3633
C -11.8265 -18.2089 -7.0560
C -12.8973 -18.9930 -6.2780
C -14.1382 -19.0021 -7.1011
C -14.1096 -17.4905 -7.5762
H -11.9790 -13.2637 -4.9721
H -12.0098 -12.8974 -6.5945
H -10.6521 -13.7484 -6.0738
H -13.3888 -15.1455 -5.9679
H -11.9051 -15.9159 -5.5717
H -11.0242 -15.8629 -7.9870
H -12.5537 -15.1760 -8.4789
H -12.8195 -18.6142 -9.5509
H -11.3828 -17.5383 -9.7259
H -12.9705 -16.8800 -9.9281
H -11.1000 -18.8819 -7.5113
H -11.1009 -17.6227 -6.4922
H -12.5738 -20.0229 -6.1276
H -12.9698 -18.5792 -5.2722
H -14.1313 -19.6559 -7.9732
H -15.0672 -19.1708 -6.5565
H -14.6744 -17.3889 -8.5029
H -14.5823 -16.9428 -6.7609
C -16.8048 -21.1784 -10.3942
C -17.9851 -20.3107 -9.8260
C -17.8753 -20.2165 -8.2674
N -19.0238 -19.4414 -7.5945
C -20.3745 -19.8871 -8.1789
C -18.8750 -17.8325 -7.7448
C -17.7976 -17.4056 -6.7234
C -18.0416 -18.3266 -5.6164
C -18.9409 -19.5378 -6.0420
H -16.6990 -22.1556 -9.9230
H -15.8300 -20.6911 -10.4142
H -17.0313 -21.3764 -11.4418
H -18.8144 -20.8817 -10.2436
H -18.0530 -19.2592 -10.1049
H -16.9216 -19.7706 -7.9851
H -17.8132 -21.1999 -7.8013
H -21.2000 -19.4302 -7.6331
H -20.3876 -20.9764 -8.1412
H -20.4298 -19.4904 -9.1927
H -19.8693 -17.4303 -7.5507
H -18.6269 -17.6358 -8.7878
H -17.9642 -16.3547 -6.4868
H -16.7756 -17.5714 -7.0641
H -18.5168 -17.8634 -4.7517
H -17.0782 -18.7658 -5.3575
H -19.9724 -19.4790 -5.6948
H -18.3733 -20.3267 -5.5485
C -23.0980 -20.9792 -12.5873
C -22.3295 -20.3849 -13.8251
C -20.8465 -20.6598 -13.6794
N -19.9317 -20.2766 -14.8576
C -20.2618 -21.0940 -16.0667
C -18.4833 -20.5648 -14.4510
C -17.7063 -19.4057 -14.9779
C -18.5536 -18.2345 -14.7810
C -19.9662 -18.7072 -15.1254
H -23.2257 -20.2324 -11.8036
H -22.6666 -21.8419 -12.0796
H -24.0891 -21.2211 -12.9710
H -22.5316 -19.3148 -13.7780
H -22.7396 -20.5542 -14.8207
H -20.7874 -21.7227 -13.4455
H -20.4127 -20.2189 -12.7819
H -19.4018 -21.0655 -16.7357
H -21.1733 -20.7255 -16.5374
H -20.4332 -22.1240 -15.7539
H -18.1723 -21.5318 -14.8464
H -18.3737 -20.6611 -13.3708
H -17.6355 -19.7192 -16.0194
H -16.6525 -19.3594 -14.7032
H -18.3085 -17.3894 -15.4243
H -18.6390 -17.8961 -13.7484
H -20.1452 -18.5898 -16.1942
H -20.8421 -18.1730 -14.7570
N -16.3448 -23.2488 -5.4030
S -15.5302 -22.6694 -4.2862
O -15.3210 -21.2172 -4.4247
O -14.4200 -23.5168 -3.7926
F -16.5710 -22.6789 -3.0213
S -15.1558 -23.0954 -6.6113
O -13.9341 -23.8878 -6.5182
O -15.0100 -21.7905 -7.1518
F -15.8850 -24.0091 -7.6900
N -14.8928 -15.5109 -11.0134
S -15.9558 -14.7108 -10.2222
O -16.1766 -15.0896 -8.8161
O -17.0055 -13.9472 -10.8348
F -14.8760 -13.5274 -9.9552
S -16.0468 -16.7159 -11.4051
O -17.1907 -16.2714 -12.2106
O -16.2074 -17.7111 -10.3613
F -15.2330 -17.4827 -12.5701
N -20.0947 -23.6162 -8.3173
S -21.8423 -23.9246 -8.3846
O -22.1698 -25.3046 -8.1368
O -22.7534 -23.2197 -9.2071
F -22.0798 -23.1363 -6.9092
S -19.9494 -23.8600 -9.7727
O -20.2225 -22.6711 -10.6268
O -20.1536 -25.2481 -10.4012
F -18.3608 -23.8524 -9.6355
N -16.2712 -17.0528 -3.2517
S -14.6924 -16.9935 -2.7745
O -14.4686 -16.6269 -1.3901
O -13.7048 -16.6746 -3.7230
F -14.5923 -18.5984 -2.7912
S -16.4348 -15.6073 -3.1493
O -15.7170 -14.8091 -4.1859
O -16.8288 -15.0112 -1.8759
F -17.8889 -15.7030 -3.8885
N -16.8460 -25.1307 -14.6067
S -18.2457 -24.5070 -15.2364
O -17.9212 -23.5590 -16.3544
O -19.4780 -24.2980 -14.4346
F -18.5612 -25.8493 -16.1017
S -16.6971 -24.1371 -13.4424
O -17.4378 -24.3892 -12.2328
O -16.4328 -22.7641 -13.7776
F -15.2466 -24.5549 -12.9874
N -21.4176 -15.8834 -10.6280
S -20.1799 -16.4513 -11.5284
O -19.9978 -15.7838 -12.7801
O -19.7601 -17.8618 -11.4230
F -19.1484 -15.6104 -10.5540
S -22.3745 -17.0214 -10.7682
O -22.4488 -17.9431 -9.6053
O -22.4421 -17.6458 -12.1032
F -23.7630 -16.2448 -10.6984
N -20.6140 -18.7574 -3.0072
S -21.5273 -19.9633 -2.6458
O -21.7593 -20.9573 -3.6078
O -22.6303 -19.6706 -1.7287
F -20.4132 -20.6972 -1.7140
S -21.8222 -18.0085 -3.9104
O -22.5498 -16.9623 -3.1891
O -22.5105 -18.7553 -4.9158
F -20.8787 -17.1993 -4.9533

Results
Charge: -1
Total energy in Eh: -11320.80718
Frontier orbital gap in eV: 8.2

Atom charges from the Mulliken analysis, given in e for atoms 1 to 8: atom 1 (C): -0.7552, atom 2 (C): 0.9557, atom 3 (O): -0.5066, atom 4 (N): 1.5136, atom 5 (H): 0.1088, atom 6 (H): -0.3492, atom 7 (C): -1.0000, atom 8 (H): 0.4029

The following is a quantum chemistry calculation of a 9-piece molecular cluster, C33H78N12O12P overall at a distorted geometry, from the OMol25 dataset.

Positions of all 136 atoms, in Å:
C -2.8427 -1.0351 -2.8492
C -1.3819 -1.5462 -2.7565
N -0.4454 -0.5742 -2.1583
C -0.6306 -0.4357 -0.7312
C 0.1834 -1.4160 0.1472
N 0.3877 -0.9976 1.5511
C -0.5074 0.0909 2.0105
C -0.7218 1.2592 1.0008
C -0.1335 2.5772 1.6169
C -0.8501 2.9886 2.9549
C -1.6802 4.2967 2.8023
O -0.8934 5.3538 2.2571
O -2.1509 1.4432 0.9522
N -2.4884 2.6199 0.2910
O -3.1318 2.3730 -0.6685
N -0.2049 0.9823 -0.3750
P 1.5445 1.2818 -0.5731
O 2.4101 0.9291 0.6084
H -2.9315 0.0501 -3.0184
H -3.3035 -1.2151 -1.8531
H -3.4644 -1.6161 -3.5472
H -1.0336 -1.7128 -3.7952
H -1.3188 -2.5418 -2.2717
H 0.4903 -0.8813 -2.4005
H -1.7002 -0.5923 -0.5128
H -0.3121 -2.4023 0.1420
H 1.1852 -1.5405 -0.3270
H 0.1755 -1.8066 2.1181
H -0.1266 0.4323 2.9849
H -1.4988 -0.3639 2.2412
H 0.9309 2.4527 1.8887
H -0.1446 3.4125 0.8857
H -0.0825 3.1968 3.7168
H -1.5122 2.1987 3.3421
H -1.9486 4.6052 3.8313
H -2.6281 4.1643 2.2598
H -1.2985 5.6333 1.4397
H -0.6694 1.5495 -1.1057
H 1.7561 2.6498 -0.9459
H 2.0156 0.5252 -1.6888
C 1.4984 -2.0692 6.2644
C 1.4197 -1.4403 4.8996
O 0.4120 -1.5028 4.1960
N 2.5051 -0.7782 4.4283
C 3.7972 -0.5789 5.0625
H 0.5579 -2.5568 6.4919
H 2.2894 -2.8196 6.2899
H 1.6837 -1.3065 7.0215
H 2.3616 -0.3825 3.5089
H 3.9762 0.4927 5.1684
H 4.5693 -1.0052 4.4204
H 3.8463 -1.0484 6.0395
C -7.0101 0.4899 -2.3805
C -6.6812 -0.9228 -2.7836
O -6.1800 -1.7240 -2.0025
N -6.9549 -1.2953 -4.0581
C -7.5399 -0.4923 -5.1185
H -6.7329 0.6350 -1.3392
H -6.4470 1.1964 -2.9936
H -8.0805 0.6741 -2.4837
H -6.7082 -2.2507 -4.2593
H -8.4618 -0.9725 -5.4538
H -6.8418 -0.4452 -5.9556
H -7.7622 0.5160 -4.7853
C 7.4931 -4.4057 2.9832
C 6.4013 -3.5692 3.5957
O 6.6426 -2.5705 4.2609
N 5.1163 -3.9570 3.3848
C 4.6334 -5.0973 2.6290
H 8.4569 -3.9721 3.2373
H 7.4562 -5.4230 3.3754
H 7.3925 -4.4206 1.8965
H 4.4388 -3.3531 3.8221
H 3.9897 -4.7398 1.8234
H 4.0479 -5.7381 3.2912
H 5.4489 -5.6730 2.2041
C 3.3932 4.8641 0.5811
C 3.3696 5.4835 -0.7897
O 2.3816 5.4052 -1.5123
N 4.4797 6.1343 -1.2137
C 5.7339 6.3295 -0.5092
H 2.4327 4.3864 0.7624
H 4.1771 4.1065 0.6356
H 3.5531 5.6232 1.3474
H 4.3872 6.5203 -2.1402
H 5.9181 7.3998 -0.4058
H 6.5412 5.8891 -1.0965
H 5.7188 5.8735 0.4755
C 5.4185 -0.5123 0.1410
C 6.2323 -1.7810 0.1340
O 5.7316 -2.8695 -0.1119
N 7.5577 -1.6855 0.4134
C 8.3284 -0.4978 0.7294
H 4.3840 -0.7466 -0.0938
H 5.4494 -0.0502 1.1286
H 5.7989 0.1810 -0.6119
H 8.0357 -2.5721 0.3900
H 9.1253 -0.3864 -0.0083
H 8.7773 -0.6200 1.7166
H 7.7116 0.3952 0.7262
C -3.9515 2.6179 -6.9336
C -3.6509 2.2693 -5.5002
O -4.3443 1.4883 -4.8664
N -2.5691 2.8544 -4.9156
C -1.6324 3.7983 -5.4966
H -4.8366 2.0725 -7.2538
H -4.1463 3.6874 -7.0300
H -3.1170 2.3313 -7.5759
H -2.4332 2.5741 -3.9583
H -0.6272 3.3733 -5.4532
H -1.6496 4.7203 -4.9123
H -1.8786 4.0256 -6.5284
C -3.9785 -1.5743 -8.6576
C -5.4016 -1.1102 -8.8294
O -5.8201 -0.0908 -8.2999
N -6.2247 -1.8655 -9.6013
C -5.9195 -3.0960 -10.3074
H -3.4515 -0.8706 -8.0181
H -3.9552 -2.5577 -8.1853
H -3.4730 -1.6126 -9.6236
H -7.1589 -1.4942 -9.6707
H -6.1018 -2.9468 -11.3730
H -6.5805 -3.8852 -9.9450
H -4.8879 -3.3995 -10.1611
C -0.8619 -3.2593 10.8008
C -0.7896 -3.0642 9.3092
O 0.1791 -3.4217 8.6539
N -1.8483 -2.4699 8.6967
C -3.0762 -1.9815 9.2958
H 0.0504 -3.7426 11.1396
H -0.9525 -2.2960 11.3050
H -1.7089 -3.8965 11.0587
H -1.7322 -2.3729 7.7006
H -3.9220 -2.5039 8.8452
H -3.1713 -0.9140 9.0884
H -3.0908 -2.1389 10.3692

Results
Charge: +1
Total energy in Eh: -3205.24985
Frontier orbital gap in eV: 7.0

Atom charges from the Mulliken analysis, given in e for atoms 1 to 8: atom 1 (C): -0.9157, atom 2 (C): -0.4962, atom 3 (N): -0.1434, atom 4 (C): -0.9521, atom 5 (C): -0.9073, atom 6 (N): 0.2198, atom 7 (C): -1.6223, atom 8 (C): 1.0353

The following is a quantum chemistry calculation of a 7-piece molecular cluster, C33H79BN9O3 overall at a distorted geometry, from the OMol25 dataset.

Positions of all 125 atoms, in Å:
B 0.7587 -0.1436 0.6899
H -0.1224 0.3912 0.3706
H 1.5700 0.0977 0.0208
H 1.0652 0.1197 1.6904
H 0.4913 -1.1825 0.5734
C -5.1380 1.9027 -0.4395
C -4.4720 3.2620 -0.8779
N -5.2445 3.8793 -1.8936
C -5.5347 3.4647 -3.1928
C -6.4000 4.3961 -3.8081
N -6.6248 5.3473 -2.8444
C -5.9898 5.0263 -1.6681
C -7.3431 6.5492 -3.0638
H -6.2196 1.8194 -0.5458
H -4.9193 1.5339 0.5627
H -4.8301 1.1841 -1.1990
H -3.4876 3.0196 -1.2782
H -4.3033 3.8019 0.0538
H -5.2260 2.5270 -3.6310
H -6.7335 4.4226 -4.8349
H -5.8962 5.8423 -0.9669
H -7.7888 6.5593 -4.0585
H -6.6322 7.3675 -2.9497
H -8.2618 6.6440 -2.4849
C 4.1285 3.2927 -1.0589
C 3.4253 3.9421 0.1132
N 4.0420 3.9921 1.3945
C 4.9490 3.1066 1.8969
C 5.4429 3.6295 3.1071
N 4.6404 4.7068 3.5097
C 3.8758 5.0000 2.3678
C 4.5860 5.3838 4.7435
H 4.0238 2.2217 -0.8854
H 5.1934 3.5246 -1.0759
H 3.6746 3.4641 -2.0350
H 2.4964 3.4023 0.2975
H 2.9158 4.8748 -0.1288
H 5.2788 2.2495 1.3285
H 6.1739 3.2305 3.7947
H 3.2543 5.8583 2.1595
H 4.5032 6.4357 4.4701
H 5.4965 5.2740 5.3327
H 3.7095 5.0604 5.3049
C -8.2159 -3.0040 1.0430
C -7.5643 -4.4016 0.9395
N -6.1378 -4.3303 0.6184
C -5.5280 -4.7098 -0.5940
C -4.2057 -4.7021 -0.3033
N -3.9399 -4.3840 0.9774
C -5.1379 -4.0901 1.5369
C -2.6243 -4.2769 1.5980
H -7.7438 -2.4090 0.2613
H -8.0448 -2.5134 2.0012
H -9.3042 -3.0465 0.9989
H -8.0865 -5.1191 0.3065
H -7.6602 -4.9344 1.8856
H -6.0556 -5.1557 -1.4242
H -3.3763 -5.0006 -0.9273
H -5.3098 -3.8619 2.5784
H -2.5343 -5.1049 2.3012
H -2.5893 -3.3496 2.1697
H -1.7577 -4.1909 0.9425
C 8.6980 -2.9484 -1.5506
N 7.1463 -2.7108 -1.6180
C 6.9138 -1.4503 -2.4367
C 6.4891 -3.9091 -2.4124
C 6.5774 -2.5598 -0.1527
C 5.0797 -2.8899 -0.0629
O 4.3020 -2.2448 -1.0802
H 8.9901 -3.2476 -2.5572
H 8.7041 -3.8728 -0.9730
H 9.2892 -2.2367 -0.9744
H 7.2908 -0.6541 -1.7948
H 5.8365 -1.3084 -2.5224
H 7.4237 -1.5239 -3.3973
H 5.4537 -3.7092 -2.6882
H 6.4796 -4.8542 -1.8694
H 7.0636 -4.0273 -3.3312
H 6.7732 -1.5306 0.1483
H 7.2133 -3.1716 0.4872
H 4.6412 -2.9632 0.9323
H 5.0787 -3.9569 -0.2860
H 3.5730 -1.7368 -0.7168
C 0.1480 -1.1041 6.0598
N -0.0454 0.3093 6.6376
C -1.3704 0.3739 7.4436
C 1.1144 0.7460 7.5307
C -0.0302 1.3752 5.4996
C -1.3890 1.5672 4.6014
O -1.6722 0.2948 4.0358
H -0.7689 -1.5358 5.6585
H 0.5903 -1.7400 6.8266
H 0.9433 -0.9447 5.3317
H -2.1248 0.0047 6.7489
H -1.4981 1.4013 7.7845
H -1.1222 -0.3559 8.2142
H 0.9185 1.7663 7.8605
H 1.9836 0.7225 6.8734
H 1.1309 0.0039 8.3289
H 0.8974 1.0961 5.0000
H 0.0271 2.3812 5.9154
H -1.2591 2.3817 3.8888
H -2.1566 1.9969 5.2450
H -1.0133 0.3381 3.3389
C 0.8959 -2.9705 -6.5316
N 0.1820 -1.7140 -6.0225
C 1.1258 -0.4838 -5.9788
C -0.9304 -1.4490 -6.9611
C -0.4026 -2.1093 -4.5742
C -1.1495 -0.9902 -3.8257
O -0.3341 0.0975 -3.4815
H 1.7665 -3.0874 -5.8863
H 1.3879 -2.8630 -7.4984
H 0.3000 -3.8824 -6.5704
H 1.4362 -0.3069 -7.0086
H 2.0268 -0.6747 -5.3959
H 0.6659 0.4323 -5.6083
H -0.4774 -1.1484 -7.9058
H -1.4633 -0.5870 -6.5596
H -1.6411 -2.2727 -7.0280
H 0.4495 -2.6012 -4.1049
H -1.1472 -2.8504 -4.8650
H -1.5898 -1.4387 -2.9351
H -1.9791 -0.6734 -4.4578
H -0.1538 0.1047 -2.5386

Results
Charge: +5
Total energy in Eh: -2046.18086
Frontier orbital gap in eV: 8.6

Atom charges from the Mulliken analysis, given in e for atoms 1 to 8: atom 1 (B): 0.9121, atom 2 (H): -0.3903, atom 3 (H): -0.5358, atom 4 (H): -0.4601, atom 5 (H): -0.3674, atom 6 (C): -1.0710, atom 7 (C): -0.5326, atom 8 (N): 0.2456

Ordered E_HOMO results: -7.51, -10.52, -17.37; unit eV.